{
  "formula": "C4H14N4",
  "method": "ωB97M-V/def2-TZVPD",
  "homo_energy_ev": -6.792,
  "smiles": "N/C=N\\N.CCNC",
  "e_lumo_ev": 0.805,
  "homo_lumo_gap_ha": 0.27917,
  "total_energy_ev": -10330.8926,
  "de_lowest_kcal_mol": 113.3,
  "elements": ["N", "C", "N", "N", "H", "H", "H", "H", "H", "C", "C", "N", "C", "H", "H", "H", "H", "H", "H", "H", "H", "H"],
  "coordinates": [[-1.942, -1.042, -1.199], [-1.637, -0.487, 0.066], [-2.117, 0.703, 0.473], [-2.368, 1.638, -0.546], [-2.190, -0.338, -1.882], [-1.167, -1.617, -1.514], [-1.684, -1.206, 0.882], [-1.960, 2.532, -0.256], [-2.862, 2.053, -1.329], [2.414, 0.869, 0.664], [0.900, 0.936, 0.624], [0.373, -0.569, -0.138], [0.936, -1.838, 0.312], [2.843, 0.702, -0.325], [2.810, 1.812, 1.049], [2.767, 0.068, 1.313], [0.570, 1.762, -0.003], [0.456, 0.978, 1.614], [0.635, -0.423, -1.112], [0.545, -2.673, -0.277], [0.655, -1.970, 1.358], [2.025, -1.892, 0.226]],
  "forces_ev_per_a": [[0.3114, -0.1610, 0.2422], [-3.6296, 1.8848, 0.3795], [0.1778, -2.8192, -0.6744], [2.5340, 3.8967, -0.3054], [0.2051, 0.1056, 0.0449], [-0.4848, 0.0507, -0.2370], [0.6715, 0.0496, -0.0396], [0.1436, -0.6636, 0.5738], [-1.4728, -2.4838, -0.1599], [-0.0580, 0.1490, 0.1958], [0.4013, -3.4458, -1.3616], [1.7386, 3.2280, 0.8951], [0.3795, 0.6801, 0.4593], [-0.0549, 0.0849, -0.0411], [0.0693, -0.0326, 0.0075], [-0.0076, 0.0289, 0.0631], [-0.4488, -0.4606, -0.1099], [-0.2828, -0.1939, -0.1880], [-0.0919, 0.1418, 0.1251], [-0.2260, 0.1797, 0.0192], [0.0447, -0.2188, -0.0121], [0.0805, -0.0005, 0.1237]],
  "nbo_charge": [-0.848, 0.295, -0.416, -0.833, 0.376, 0.354, 0.169, 0.335, 0.392, -0.642, -0.166, -0.594, -0.430, 0.206, 0.221, 0.208, 0.210, 0.217, 0.356, 0.203, 0.203, 0.186]
}


{
  "formula": "C39H67BiF4NPSSi4Te",
  "method": "ωB97M-V/def2-TZVPD",
  "homo_energy_ev": -7.401,
  "e_lumo_ev": -0.179,
  "homo_lumo_gap_ha": 0.26540,
  "total_energy_ev": -118662.6734,
  "elements": ["Bi", "F", "C", "F", "F", "C", "C", "C", "C", "N", "C", "S", "H", "H", "H", "C", "Si", "C", "C", "Si", "Te", "Si", "C", "C", "C", "Si", "C", "C", "C", "H", "H", "H", "H", "H", "H", "H", "H", "H", "H", "H", "H", "H", "H", "H", "H", "H", "H", "H", "H", "H", "H", "H", "H", "H", "H", "H", "F", "C", "C", "C", "C", "C", "C", "H", "H", "H", "H", "C", "C", "C", "C", "C", "C", "P", "C", "C", "C", "C", "C", "C", "C", "C", "C", "C", "C", "C", "H", "H", "H", "H", "H", "H", "H", "H", "H", "H", "H", "H", "H", "H", "H", "H", "H", "H", "H", "H", "H", "H", "H", "H", "H", "H", "H", "H", "H", "H", "H", "H", "H"],
  "coordinates": [[-2.076, 0.633, -0.481], [3.182, 2.383, 0.685], [2.346, 2.979, 1.551], [3.082, 3.921, 2.170], [2.048, 2.071, 2.490], [1.135, 3.566, 0.890], [0.910, 4.930, 0.932], [-0.240, 5.449, 0.351], [-1.127, 4.558, -0.224], [-0.923, 3.254, -0.273], [0.184, 2.740, 0.263], [0.365, 1.022, 0.178], [1.627, 5.578, 1.414], [-0.440, 6.506, 0.372], [-2.057, 4.889, -0.665], [-1.982, 0.268, 5.600], [-3.742, -0.350, 5.201], [-3.694, -2.252, 4.983], [-4.877, 0.082, 6.682], [-4.597, 0.780, 3.291], [-2.548, 1.713, 2.011], [-5.470, 2.912, 3.887], [-4.145, 3.785, 4.952], [-5.697, 3.948, 2.291], [-7.115, 2.916, 4.862], [-6.093, -0.583, 2.069], [-7.564, -0.933, 3.233], [-5.355, -2.247, 1.500], [-6.750, 0.265, 0.484], [-1.552, -0.199, 6.481], [-1.994, 1.340, 5.767], [-1.313, 0.079, 4.767], [-3.228, -2.753, 5.828], [-3.131, -2.520, 4.093], [-4.695, -2.658, 4.877], [-4.552, -0.386, 7.607], [-5.900, -0.232, 6.497], [-4.886, 1.155, 6.846], [-3.164, 3.609, 4.520], [-4.129, 3.394, 5.963], [-4.286, 4.859, 5.019], [-4.721, 4.164, 1.866], [-6.205, 4.894, 2.457], [-6.262, 3.396, 1.545], [-7.053, 2.259, 5.723], [-7.941, 2.575, 4.247], [-7.363, 3.909, 5.226], [-7.250, -1.542, 4.075], [-8.370, -1.462, 2.732], [-7.974, -0.010, 3.630], [-5.032, -2.852, 2.340], [-4.488, -2.080, 0.871], [-6.062, -2.839, 0.925], [-7.319, 1.157, 0.723], [-7.398, -0.391, -0.089], [-5.930, 0.558, -0.165], [-2.029, -5.471, 1.282], [-1.989, -4.175, 0.895], [-1.285, -3.263, 1.660], [-1.295, -1.931, 1.282], [-1.964, -1.521, 0.139], [-2.615, -2.473, -0.636], [-2.650, -3.806, -0.261], [-0.752, -3.595, 2.537], [-0.751, -1.210, 1.876], [-3.120, -2.172, -1.546], [-3.179, -4.543, -0.844], [7.138, -0.433, -1.824], [6.402, -1.700, -1.376], [4.899, -1.444, -1.221], [4.407, -0.434, -2.259], [5.034, 0.934, -1.948], [6.418, 0.802, -1.296], [2.534, -0.329, -2.094], [2.000, 0.985, -3.333], [2.628, 0.986, -4.729], [2.396, 2.334, -5.429], [1.084, 2.976, -4.982], [1.132, 3.325, -3.485], [2.089, 2.389, -2.737], [1.855, -1.831, -3.032], [1.485, -2.912, -2.007], [1.016, -4.177, -2.716], [2.160, -4.805, -3.530], [3.251, -3.783, -3.865], [2.652, -2.422, -4.207], [7.161, -0.382, -2.915], [8.172, -0.455, -1.472], [6.802, -2.048, -0.422], [6.573, -2.494, -2.107], [4.682, -1.040, -0.230], [4.358, -2.387, -1.311], [4.713, -0.774, -3.254], [4.378, 1.482, -1.269], [5.127, 1.511, -2.871], [6.317, 0.728, -0.212], [7.004, 1.698, -1.506], [0.925, 0.764, -3.428], [2.195, 0.184, -5.327], [3.702, 0.810, -4.662], [2.392, 2.183, -6.511], [3.212, 3.020, -5.196], [0.265, 2.282, -5.184], [0.896, 3.876, -5.569], [0.128, 3.254, -3.057], [1.466, 4.357, -3.352], [1.838, 2.366, -1.676], [3.109, 2.765, -2.820], [0.906, -1.446, -3.430], [0.691, -2.531, -1.360], [2.330, -3.154, -1.361], [0.184, -3.923, -3.378], [0.636, -4.892, -1.983], [1.761, -5.224, -4.456], [2.612, -5.623, -2.967], [3.843, -4.140, -4.712], [3.931, -3.675, -3.020], [1.986, -2.543, -5.066], [3.456, -1.752, -4.512]],
  "forces_ev_per_a": [[0.0638, -0.2317, -0.4712], [-0.0688, -0.1543, -0.2952], [0.4486, 0.0468, 0.3245], [-0.0566, 0.2870, 0.0272], [-0.2067, -0.0688, 0.0153], [-0.0961, -0.0554, 0.0153], [-0.0767, -0.1038, -0.1631], [0.0829, -0.1279, 0.0872], [-0.0396, 0.3895, -0.0332], [0.1330, -0.1306, -0.1395], [0.0140, 0.2960, 0.1856], [-0.0443, -0.5545, -0.1429], [0.0264, 0.0172, 0.0345], [-0.0759, 0.1172, -0.0280], [-0.0663, 0.1531, -0.0248], [-0.5881, -0.1230, -0.2983], [0.2810, -0.3103, 0.6580], [-0.0964, 0.7043, -0.0759], [0.2950, -0.1305, -0.5731], [0.2306, 0.0641, -0.1788], [-0.7823, 0.0175, 1.1077], [-0.2108, 0.8410, 0.0394], [-0.3110, -0.4838, -0.3506], [0.1558, -0.4708, 0.4511], [0.5561, -0.2520, -0.3454], [-0.5683, -0.5021, -0.5739], [0.5006, 0.2026, -0.2444], [-0.0384, 0.6486, 0.3582], [0.3179, -0.0873, 0.6252], [-0.0969, -0.1844, 0.2024], [0.0045, 0.2626, 0.0199], [0.1157, -0.0228, -0.2018], [0.1002, 0.0742, 0.2185], [0.1064, -0.0365, -0.2100], [-0.2129, -0.0570, -0.0531], [0.1606, -0.1483, 0.0939], [-0.2118, -0.0582, -0.0621], [-0.0032, 0.2308, 0.0145], [0.2495, 0.0198, -0.0809], [-0.0131, -0.1422, 0.2543], [-0.1755, 0.2057, -0.0862], [0.1558, -0.0023, -0.0824], [-0.1260, 0.1274, 0.2365], [-0.1276, -0.1341, -0.1679], [0.0144, -0.1679, 0.2096], [-0.1697, -0.0885, -0.1625], [0.0846, 0.2298, -0.0210], [0.1042, -0.1235, 0.1984], [-0.0809, -0.1124, -0.2182], [-0.0888, 0.2202, 0.0945], [0.1071, -0.1281, 0.2363], [0.1210, 0.0607, -0.0326], [-0.2920, 0.0378, -0.0830], [-0.0941, 0.2466, 0.0520], [-0.0996, -0.2522, 0.0204], [0.1885, 0.0996, -0.1097], [0.0598, 0.2447, -0.0604], [-0.0470, -0.0769, -0.0981], [-0.1163, -0.1782, 0.0517], [0.1425, -0.0558, 0.0427], [0.0908, 0.1684, -0.1316], [0.1025, 0.1677, -0.0962], [0.1188, -0.1597, 0.0884], [0.0386, -0.0676, 0.1209], [0.0091, 0.0943, 0.1398], [-0.0932, -0.0433, -0.0880], [-0.0362, -0.1136, -0.0348], [0.0381, 0.0531, 0.1728], [-0.0081, 0.0046, -0.0223], [0.0548, -0.1400, -0.1702], [-0.6144, -0.1047, 0.0346], [0.0438, -0.0326, 0.0102], [0.1140, 0.0317, -0.2088], [0.2738, -0.2140, -0.9213], [0.1963, -0.1412, 0.5760], [-0.1230, 0.0568, 0.0447], [-0.1653, -0.0255, -0.1384], [0.1128, 0.1129, -0.0667], [0.0745, 0.0030, -0.0220], [-0.2449, 0.0853, 0.0781], [0.0738, 0.2922, 0.4892], [-0.3580, -0.0734, -0.1439], [0.0811, -0.0373, 0.1442], [0.0791, 0.0103, 0.0025], [-0.0927, -0.0378, -0.1919], [0.1826, -0.0077, -0.0064], [0.0824, 0.0061, -0.0482], [0.0045, -0.0024, -0.1053], [0.0528, -0.0466, 0.0093], [-0.0198, -0.0625, 0.0276], [-0.0516, -0.0541, 0.0593], [-0.0266, 0.0075, 0.1134], [-0.0200, 0.0403, 0.0214], [-0.0124, 0.1322, -0.0641], [-0.0890, 0.0604, 0.0160], [0.0265, 0.0192, 0.0870], [-0.0066, 0.0427, 0.0995], [0.0794, -0.0135, 0.0173], [0.0445, -0.0903, -0.0341], [0.0704, -0.1389, -0.0046], [0.0887, 0.0972, 0.0147], [0.0891, 0.0444, -0.0600], [-0.0647, -0.0107, -0.0298], [-0.1025, -0.0360, -0.0310], [0.0390, 0.0063, 0.0304], [-0.0608, 0.0387, -0.0028], [0.1263, 0.0518, -0.0729], [0.0909, -0.0134, 0.0304], [0.0788, -0.0059, 0.0796], [0.0599, 0.0197, 0.0875], [0.0676, 0.0307, 0.0882], [-0.0664, 0.0345, 0.0036], [-0.0708, -0.0224, -0.0641], [0.0359, -0.0796, 0.0108], [-0.0411, -0.0918, -0.0453], [0.0564, -0.0054, 0.0992], [0.0910, -0.0017, 0.0209], [0.0438, 0.0247, -0.0776], [-0.0833, 0.0484, -0.1418]],
  "mulliken_charge": [0.483, -0.176, 0.153, -0.347, -0.224, 0.093, -0.249, -0.922, -0.624, -0.539, 1.105, -0.296, 0.529, 0.474, 0.547, -1.010, 0.429, -0.788, -1.071, 0.306, -0.236, 0.375, -0.943, -0.947, -1.104, 0.487, -1.137, -0.347, -1.066, 0.375, 0.297, 0.227, 0.415, -0.024, 0.300, 0.403, 0.306, 0.228, 0.220, 0.264, 0.401, 0.189, 0.378, 0.253, 0.323, 0.307, 0.386, 0.289, 0.388, 0.259, 0.312, -0.299, 0.502, 0.309, 0.379, 0.225, -0.387, 0.490, -0.952, -0.069, -0.038, -0.976, -0.595, 0.527, 0.418, 0.450, 0.494, -0.777, -0.876, -0.875, 0.575, -0.293, -0.988, -0.111, 0.477, -0.642, -0.945, -0.899, -0.357, -0.022, 0.212, -0.215, -0.748, -0.906, -0.669, -1.033, 0.308, 0.451, 0.473, 0.241, 0.280, -0.004, 0.538, -0.212, 0.131, 0.290, 0.547, 0.481, 0.324, 0.014, 0.518, 0.303, 0.318, 0.499, -0.001, 0.489, -0.828, 0.374, 0.691, -0.124, 0.284, 0.314, 0.363, 0.303, 0.375, 0.480, 0.025, 0.488, 0.429]
}


{
  "formula": "C4H6FNO",
  "method": "ωB97M-V/def2-TZVPD",
  "homo_energy_ev": -8.265,
  "smiles": "N=C=CO.C=CF",
  "e_lumo_ev": 0.606,
  "homo_lumo_gap_ha": 0.32598,
  "total_energy_ev": -10496.0481,
  "de_lowest_kcal_mol": 94.7,
  "elements": ["N", "C", "C", "O", "H", "H", "H", "C", "C", "F", "H", "H", "H"],
  "coordinates": [[-2.894, -1.402, -0.079], [-2.021, -0.572, 0.182], [-0.993, 0.117, 0.413], [-0.640, 1.249, -0.357], [-3.803, -1.452, 0.295], [-0.194, -0.023, 1.206], [-1.030, 1.173, -1.345], [2.040, 0.762, 0.295], [1.950, -0.409, -0.260], [1.087, -1.495, -0.038], [1.394, 1.072, 1.050], [2.558, 1.659, -0.194], [2.545, -0.680, -1.168]],
  "forces_ev_per_a": [[2.2227, -0.1389, -1.0915], [-3.7090, -2.8320, 0.2811], [3.9092, 3.0370, 0.7581], [-1.7150, -0.2794, -3.1854], [-1.1298, 0.6992, 0.7932], [-1.8539, -0.3179, -1.0085], [1.2609, 0.0784, 3.5443], [0.4245, 1.8521, -0.8136], [0.7124, -2.4035, -2.8998], [1.3848, 1.7018, 0.6173], [-0.7665, 0.3390, 1.3799], [-0.2342, -2.0054, 0.6756], [-0.5061, 0.2696, 0.9493]],
  "nbo_charge": [-0.611, 0.306, -0.076, -0.704, 0.375, 0.222, 0.483, -0.486, 0.234, -0.353, 0.203, 0.239, 0.167]
}